# 1
{
  "formula": "C48H95Br28IN2O5P",
  "method": "ωB97M-V/def2-TZVPD",
  "spin_multiplicity": 1,
  "orbital_gap_ev": 7.6,
  "e_tot_ha": -75082.97445,
  "homo_ev": -10.74,
  "lumo_ev": -3.16,
  "total_charge": 1,
  "species": ["C", "C", "C", "C", "C", "C", "N", "N", "C", "C", "C", "O", "C", "C", "O", "C", "C", "C", "C", "P", "O", "O", "C", "C", "O", "C", "C", "C", "I", "H", "H", "H", "H", "H", "H", "H", "H", "H", "H", "H", "H", "H", "H", "H", "H", "H", "H", "H", "H", "H", "H", "H", "H", "H", "H", "H", "H", "H", "H", "H", "H", "H", "H", "H", "H", "H", "H", "H", "Br", "C", "C", "Br", "H", "H", "H", "H", "Br", "C", "C", "Br", "H", "H", "H", "H", "Br", "C", "C", "Br", "H", "H", "H", "H", "Br", "C", "C", "Br", "H", "H", "H", "H", "Br", "C", "C", "Br", "H", "H", "H", "H", "Br", "C", "C", "Br", "H", "H", "H", "H", "Br", "C", "C", "Br", "H", "H", "H", "H", "Br", "C", "C", "Br", "H", "H", "H", "H", "Br", "C", "C", "Br", "H", "H", "H", "H", "Br", "C", "C", "Br", "H", "H", "H", "H", "Br", "C", "C", "Br", "H", "H", "H", "H", "Br", "C", "C", "Br", "H", "H", "H", "H", "Br", "C", "C", "Br", "H", "H", "H", "H", "Br", "C", "C", "Br", "H", "H", "H", "H"],
  "coordinates": [[0.8150, -0.5655, -1.2770], [-0.5118, 0.0756, -0.8578], [-0.4426, 0.6169, 0.5658], [-1.6125, 0.1590, 1.4596], [-1.1783, -1.0953, 2.2292], [-2.8863, 0.0733, 0.7226], [-3.4444, -0.9683, 0.2173], [-2.9571, -2.2976, 0.1594], [-4.7545, -0.7606, -0.3831], [-5.9009, -1.3789, 0.3973], [-6.4400, -2.6491, -0.2082], [-7.1752, -2.3588, -1.3897], [-6.6703, -2.9081, -2.5420], [-6.4258, -4.3753, -2.5364], [-6.4538, -2.2098, -3.4990], [-4.7123, 0.7524, -0.6610], [-6.0148, 1.4440, -0.9576], [-6.3861, 1.3270, -2.4475], [-5.7236, 2.3167, -3.4147], [-4.6903, 1.5362, -4.6604], [-5.1829, 0.2330, -5.0763], [-4.6930, 2.4977, -5.9077], [-4.3080, 3.8758, -5.7232], [-5.3907, 4.7545, -6.2765], [-3.2160, 1.4841, -4.0661], [-2.1357, 1.5078, -5.0245], [-1.4149, 2.8481, -5.0460], [-3.8166, 1.2460, 0.5114], [-2.9071, 3.1341, 0.0144], [1.6263, -0.2516, -0.6556], [1.0347, -0.3298, -2.3004], [0.7235, -1.6401, -1.2603], [-0.6846, 0.8991, -1.5203], [-1.2735, -0.6795, -0.9703], [0.4429, 0.2272, 1.0372], [-0.3479, 1.6843, 0.5968], [-1.7902, 0.9170, 2.2095], [-1.9276, -1.3397, 2.9693], [-0.2712, -0.8627, 2.7497], [-1.0094, -1.9377, 1.5973], [-2.9740, -2.6972, 1.0873], [-2.0175, -2.2959, -0.2083], [-4.7038, -1.2398, -1.3494], [-5.6067, -1.6431, 1.4069], [-6.7145, -0.6825, 0.4788], [-5.6265, -3.3340, -0.3946], [-7.1097, -3.1215, 0.4921], [-5.3634, -4.5172, -2.4011], [-6.6819, -4.7492, -3.5063], [-6.9359, -4.9067, -1.7502], [-4.0933, 0.8196, -1.5401], [-6.8237, 1.0761, -0.3488], [-5.8952, 2.4922, -0.7301], [-6.2480, 0.3109, -2.7797], [-7.4464, 1.5136, -2.5020], [-6.4855, 2.8363, -3.9753], [-5.1446, 3.0753, -2.9101], [-3.4000, 4.0387, -6.2739], [-4.1123, 4.1030, -4.6863], [-5.4749, 5.6683, -5.7250], [-6.3288, 4.2256, -6.2613], [-5.1689, 4.9905, -7.3046], [-1.4420, 0.7433, -4.7124], [-2.4874, 1.2332, -6.0022], [-1.9627, 3.5435, -4.4346], [-1.4039, 3.2627, -6.0398], [-0.4172, 2.7651, -4.6741], [-4.3513, 1.4159, 1.4324], [3.8340, -1.1551, 3.6201], [4.5536, -2.3906, 2.2901], [6.0014, -2.1196, 1.9726], [6.2352, -0.5705, 0.8322], [3.9139, -2.3101, 1.4175], [4.4445, -3.3788, 2.7320], [6.4183, -2.9515, 1.4147], [6.6049, -1.9428, 2.8556], [8.3545, 2.4200, -0.6285], [9.3010, 1.0040, -1.5613], [8.9758, 0.9901, -3.0298], [7.2099, 0.2427, -3.3688], [9.0344, 0.0748, -1.0677], [10.3577, 1.2078, -1.4071], [9.6698, 0.3489, -3.5673], [8.9838, 1.9824, -3.4661], [-4.8318, 9.9249, -2.6897], [-5.4584, 9.4571, -0.9118], [-4.5202, 8.5327, -0.1828], [-4.6423, 6.6602, -0.7489], [-6.4543, 9.0440, -1.0276], [-5.5137, 10.4072, -0.3864], [-4.7844, 8.5087, 0.8712], [-3.4804, 8.8199, -0.2895], [8.8259, -0.1604, 3.4771], [7.6676, 0.2078, 4.9948], [8.1909, -0.3206, 6.2983], [7.9837, -2.2430, 6.5852], [6.6902, -0.1884, 4.7338], [7.6168, 1.2936, 5.0493], [7.6167, 0.1193, 7.1121], [9.2457, -0.1191, 6.4400], [-0.0757, -3.6683, 3.9752], [-0.4456, -2.8574, 5.7077], [0.6837, -2.0177, 6.2485], [2.0953, -3.1163, 7.0077], [-0.7014, -3.6699, 6.3779], [-1.3254, -2.2404, 5.5365], [0.3172, -1.4196, 7.0799], [1.1409, -1.3680, 5.5083], [6.3670, 0.6984, 9.0616], [4.4661, 0.3743, 9.2922], [3.8221, -0.2324, 8.0719], [3.5400, 1.1007, 6.6744], [4.0188, 1.3250, 9.5601], [4.3994, -0.3092, 10.1349], [2.8364, -0.6083, 8.3234], [4.4078, -1.0277, 7.6241], [10.1337, 2.7264, 6.5332], [10.9457, 3.2119, 4.8330], [10.2496, 4.3905, 4.2107], [8.5501, 3.8841, 3.4156], [10.9143, 2.3279, 4.2043], [11.9781, 3.4601, 5.0666], [10.8413, 4.7941, 3.3929], [10.0410, 5.1749, 4.9295], [-2.3384, 13.1465, -1.2372], [-4.0596, 13.7251, -1.9304], [-4.9086, 14.3597, -0.8628], [-5.6615, 13.0257, 0.3372], [-4.5277, 12.8492, -2.3671], [-3.8339, 14.4470, -2.7114], [-5.7616, 14.8661, -1.3071], [-4.3549, 15.0555, -0.2429], [-11.1748, -0.0766, -3.9409], [-10.4105, 0.5937, -5.5998], [-9.0163, 1.1164, -5.3953], [-9.0473, 2.8553, -4.5146], [-11.0902, 1.3538, -5.9700], [-10.4001, -0.2529, -6.2815], [-8.5218, 1.2816, -6.3491], [-8.4032, 0.4606, -4.7845], [8.6234, -4.9140, 4.1013], [9.4284, -6.4073, 3.1481], [10.8590, -6.1262, 2.7894], [10.9883, -4.8986, 1.2795], [8.8107, -6.5950, 2.2762], [9.3625, -7.2564, 3.8216], [11.3416, -7.0374, 2.4506], [11.4208, -5.6823, 3.6037], [8.5095, -10.0652, 4.1584], [7.2527, -10.8314, 2.8774], [7.2458, -10.1084, 1.5585], [6.3064, -8.4048, 1.6753], [6.2823, -10.8111, 3.3605], [7.5723, -11.8620, 2.7456], [6.7052, -10.6878, 0.8143], [8.2393, -9.8866, 1.1902], [11.0449, -9.5922, 1.3518], [11.8213, -9.3804, -0.4197], [11.1015, -8.3141, -1.1998], [9.3728, -8.9405, -1.8369], [11.7808, -10.3536, -0.8955], [12.8589, -9.0993, -0.2571], [11.6655, -8.0481, -2.0900], [10.9116, -7.4230, -0.6096], [-12.5232, 4.3395, -5.4758], [-12.3275, 5.0963, -3.6953], [-11.6932, 6.4611, -3.7388], [-9.7706, 6.3707, -4.0382], [-11.7555, 4.3851, -3.1083], [-13.3386, 5.1655, -3.3021], [-11.8072, 6.9678, -2.7839], [-12.1042, 7.0787, -4.5292], [-3.2387, -5.3270, -0.9366], [-3.3568, -7.2402, -1.3005], [-2.8627, -7.5793, -2.6803], [-4.1474, -7.0955, -4.0535], [-4.3922, -7.5208, -1.1433], [-2.7330, -7.7147, -0.5473], [-2.7251, -8.6533, -2.7737], [-1.9369, -7.0712, -2.9258]],
  "forces_ev_per_angstrom": [[-0.71, -0.24, -0.40], [1.26, 0.08, 0.24], [-0.41, -0.41, -0.05], [0.55, -0.44, 0.41], [-0.91, 0.75, -0.07], [-0.32, 0.67, 0.10], [0.36, -0.89, 0.27], [-0.49, 0.39, -0.01], [-0.46, 0.26, -1.23], [0.20, -0.16, 0.33], [-0.30, -0.13, 0.01], [0.37, 0.36, -0.12], [0.06, 0.73, -0.97], [0.22, 0.15, 0.22], [-0.41, -0.37, 0.79], [0.32, -0.32, 1.08], [0.39, 0.33, -0.71], [-0.32, 0.17, 0.50], [0.76, -0.32, 0.31], [-0.97, -0.79, 0.03], [-0.30, -0.84, -0.14], [0.61, 0.74, -0.08], [-0.36, 0.02, -0.38], [0.02, -0.14, -0.35], [0.37, 0.72, 0.07], [0.59, -0.10, 0.38], [-0.67, -0.16, -0.08], [0.02, 0.03, -1.08], [-0.13, -0.30, 0.21], [0.59, 0.16, 0.29], [0.29, 0.22, -0.52], [0.22, -0.48, 0.29], [-0.65, 0.36, -0.49], [-0.46, 0.08, -0.24], [0.38, -0.12, 0.29], [-0.03, 0.53, -0.20], [-0.07, 0.50, 0.21], [-0.23, -0.35, 0.25], [0.49, 0.07, 0.27], [0.36, -0.51, -0.24], [0.09, -0.13, 0.12], [0.16, -0.02, 0.00], [-0.07, -0.36, -0.35], [0.22, 0.15, 0.40], [-0.35, 0.37, 0.10], [0.29, -0.33, -0.20], [-0.30, -0.19, 0.34], [0.32, -0.19, -0.07], [-0.16, -0.30, -0.47], [-0.30, -0.14, 0.22], [0.43, 0.26, -0.47], [-0.28, -0.14, 0.26], [-0.05, 0.51, 0.23], [0.05, -0.50, -0.25], [-0.48, -0.03, -0.09], [-0.24, 0.15, -0.20], [0.19, 0.35, 0.40], [0.45, -0.03, -0.13], [0.02, -0.10, 0.46], [-0.11, 0.58, 0.31], [-0.47, -0.08, 0.16], [-0.07, 0.16, -0.41], [0.09, -0.40, 0.14], [-0.33, -0.14, -0.39], [-0.04, 0.32, 0.38], [0.24, 0.11, -0.39], [0.68, 0.01, 0.22], [-0.25, 0.13, 0.41], [0.04, 0.05, -0.06], [-0.02, -0.09, 0.15], [-0.06, 0.07, -0.12], [-0.12, 0.12, -0.09], [0.03, 0.01, -0.04], [0.03, 0.00, 0.02], [0.02, -0.13, 0.01], [0.03, -0.07, 0.10], [-0.04, -0.03, 0.06], [0.01, 0.13, 0.10], [-0.08, -0.19, -0.07], [0.02, 0.07, 0.00], [-0.01, -0.04, -0.01], [0.02, 0.01, -0.04], [0.02, -0.02, 0.02], [0.01, 0.04, 0.01], [0.00, -0.14, -0.04], [0.10, 0.03, -0.10], [-0.09, -0.14, 0.14], [0.01, 0.20, -0.10], [-0.02, -0.06, 0.02], [0.01, -0.06, 0.05], [0.01, 0.03, 0.03], [0.02, 0.03, -0.05], [0.16, -0.13, 0.11], [0.00, 0.01, -0.10], [0.00, -0.12, 0.25], [-0.10, 0.13, -0.27], [-0.05, -0.01, 0.07], [-0.01, 0.02, 0.02], [0.21, -0.04, -0.31], [0.03, 0.05, -0.06], [0.21, -0.20, 0.19], [-0.14, 0.13, -0.12], [0.07, -0.14, 0.16], [-0.03, -0.10, -0.20], [-0.01, -0.03, 0.02], [0.01, 0.05, 0.07], [-0.06, 0.05, -0.03], [0.01, -0.03, -0.07], [-0.25, 0.18, 0.27], [0.10, -0.10, 0.04], [0.04, 0.26, 0.02], [0.03, -0.10, -0.01], [-0.03, 0.03, 0.01], [-0.06, -0.05, -0.02], [-0.04, -0.01, 0.03], [0.05, -0.03, 0.04], [-0.02, -0.02, -0.02], [0.07, 0.01, 0.14], [-0.08, -0.02, -0.19], [-0.06, 0.02, 0.05], [-0.04, -0.02, -0.03], [0.01, 0.03, 0.00], [0.05, -0.03, 0.00], [0.02, 0.02, 0.04], [-0.05, -0.07, 0.00], [0.18, 0.07, -0.01], [-0.12, -0.08, -0.05], [0.00, 0.09, 0.11], [-0.04, -0.01, -0.01], [-0.01, 0.04, 0.01], [-0.02, -0.02, -0.03], [0.05, 0.01, 0.01], [-0.02, 0.06, 0.00], [-0.04, -0.16, 0.06], [0.11, 0.10, 0.01], [-0.14, 0.02, -0.05], [0.00, 0.04, -0.01], [0.04, -0.02, 0.00], [-0.01, 0.00, -0.03], [0.02, -0.06, -0.02], [-0.04, 0.04, -0.07], [-0.10, 0.11, 0.14], [0.03, 0.01, -0.19], [0.02, 0.02, 0.02], [0.01, -0.06, -0.03], [0.03, -0.04, 0.01], [0.02, -0.02, 0.05], [-0.01, 0.02, 0.03], [-0.09, -0.02, -0.08], [0.13, -0.03, 0.10], [-0.16, 0.11, -0.01], [0.08, 0.00, 0.01], [-0.04, -0.01, 0.00], [0.03, 0.00, -0.05], [-0.02, -0.03, 0.02], [0.08, -0.01, -0.02], [0.00, -0.16, 0.01], [0.06, 0.12, 0.15], [-0.07, -0.06, -0.16], [-0.03, 0.04, 0.07], [-0.03, -0.01, -0.05], [0.00, 0.04, 0.01], [0.02, -0.02, -0.02], [0.04, 0.03, 0.02], [0.02, -0.01, 0.02], [-0.11, -0.04, -0.15], [0.16, 0.00, 0.12], [-0.05, 0.06, -0.04], [0.04, -0.01, 0.00], [-0.01, 0.03, 0.03], [-0.04, -0.03, 0.03], [-0.01, 0.02, -0.03], [0.04, -0.04, 0.06], [0.17, 0.01, 0.11], [-0.16, -0.04, -0.15], [0.04, 0.06, 0.02], [-0.04, -0.01, -0.04], [0.02, 0.00, 0.01], [0.01, -0.03, 0.05], [0.05, 0.00, 0.03]],
  "lowdin_charge": [-0.07, -0.22, -0.17, -0.28, -0.10, -0.16, -0.02, 0.14, -0.18, -0.08, -0.19, 0.00, -0.50, -0.01, 0.13, -0.30, -0.14, -0.20, -0.21, 0.43, -0.23, -0.19, -0.27, -0.04, -0.22, -0.24, -0.06, -0.53, 1.00, 0.07, 0.07, 0.07, 0.09, 0.08, 0.10, 0.07, 0.14, 0.08, 0.07, 0.04, 0.10, 0.08, 0.16, 0.13, 0.11, 0.09, 0.13, 0.00, 0.09, 0.09, 0.12, 0.11, 0.10, 0.08, 0.07, 0.01, 0.08, 0.10, 0.10, 0.08, 0.07, 0.08, 0.11, 0.11, 0.07, 0.07, 0.07, 0.11, 0.58, -0.66, -0.70, 0.60, 0.04, 0.06, 0.06, 0.00, 0.59, -0.70, -0.69, 0.59, 0.04, 0.06, 0.06, 0.05, 0.63, -0.69, -0.67, 0.55, 0.06, -0.03, 0.06, 0.05, 0.62, -0.67, -0.74, 0.58, 0.02, 0.02, -0.09, 0.01, 0.66, -0.67, -0.68, 0.67, 0.05, 0.05, 0.06, 0.02, 0.72, -0.67, -0.71, 0.59, 0.05, 0.06, 0.02, 0.03, 0.66, -0.67, -0.69, 0.61, 0.03, 0.06, 0.06, 0.05, 0.60, -0.70, -0.68, 0.65, -0.01, 0.06, 0.06, 0.05, 0.60, -0.69, -0.64, 0.66, 0.03, 0.06, 0.07, 0.05, 0.59, -0.72, -0.69, 0.61, 0.02, 0.01, -0.01, 0.05, 0.62, -0.67, -0.69, 0.61, 0.05, 0.06, 0.06, -0.03, 0.68, -0.66, -0.69, 0.62, 0.05, 0.06, 0.06, 0.01, 0.61, -0.69, -0.69, 0.58, 0.04, 0.06, 0.06, 0.05, 0.67, -0.66, -0.69, 0.65, 0.05, 0.06, 0.06, 0.05]
}

---

# 2
{
  "formula": "Ag3F",
  "method": "ωB97M-V/def2-TZVPD",
  "spin_multiplicity": 1,
  "orbital_gap_ev": 9.9,
  "e_tot_ha": -540.01737,
  "homo_ev": -20.65,
  "lumo_ev": -10.71,
  "de_lowest_kj_mol": 44.0,
  "total_charge": 2,
  "species": ["Ag", "Ag", "Ag", "F"],
  "coordinates": [[1.3790, 1.6337, 0.4463], [0.9476, -1.7481, -0.3589], [-2.1159, -0.2169, 0.6664], [-0.2107, 0.3313, -0.7537]],
  "forces_ev_per_angstrom": [[-0.29, 0.16, -0.48], [-0.18, 0.28, -0.52], [0.03, 0.31, -0.52], [0.45, -0.75, 1.53]],
  "lowdin_charge": [0.88, 0.88, 0.89, -0.66]
}

---

# 3
{
  "formula": "C6H12O8S",
  "method": "ωB97M-V/def2-TZVPD",
  "spin_multiplicity": 1,
  "orbital_gap_ev": 9.2,
  "e_tot_ha": -1235.84420,
  "homo_ev": -10.48,
  "smiles": "C[C@@H](O)[C@@H](O)[C@H](O)[C@@H](O)C(=O)S(=O)(=O)O",
  "lumo_ev": -1.24,
  "de_lowest_kj_mol": 0.0,
  "total_charge": 0,
  "species": ["C", "C", "O", "C", "O", "C", "O", "C", "O", "C", "O", "S", "O", "O", "O", "H", "H", "H", "H", "H", "H", "H", "H", "H", "H", "H", "H"],
  "coordinates": [[0.8063, -0.2399, 2.5954], [-0.4352, 0.5559, 2.1940], [-0.1942, 1.9869, 2.4593], [-0.8486, 0.2744, 0.7263], [-2.1701, 0.8032, 0.5821], [0.1135, 0.8283, -0.3370], [0.1403, 2.2119, -0.0878], [-0.4592, 0.5491, -1.7496], [0.4349, 1.1701, -2.6625], [-0.6013, -0.9076, -2.2046], [-1.7346, -1.3493, -2.5004], [0.8466, -2.0620, -2.2314], [1.9399, -1.7014, -1.3352], [1.4585, -2.3545, -3.5553], [0.2967, -3.5252, -1.7226], [1.0189, -0.0833, 3.6644], [1.6957, 0.1008, 2.0293], [0.6402, -1.3228, 2.3977], [-1.2648, 0.2235, 2.8340], [-0.0136, 2.1088, 3.4219], [-0.9207, -0.8223, 0.6504], [-2.1600, 1.7589, 0.5475], [1.0655, 0.3622, -0.1995], [0.2358, 2.3915, 0.8810], [-1.3934, 1.1046, -1.8502], [0.6564, 2.0402, -2.2540], [0.8464, -4.1021, -2.2930]],
  "forces_ev_per_angstrom": [[0.23, -0.10, -0.23], [0.93, -0.36, 0.61], [-0.28, -0.77, 0.57], [-0.64, 0.60, 0.97], [-0.01, -1.03, -0.46], [-2.01, -0.82, 1.71], [0.37, 0.79, -1.02], [1.75, 1.60, -0.11], [0.51, 0.61, 0.00], [-5.60, -0.85, -0.18], [4.71, 1.11, 0.92], [5.95, -2.75, -1.65], [-2.52, 0.77, 0.39], [-2.80, 0.95, 1.51], [-0.25, 1.65, -0.54], [-0.06, -0.22, -0.30], [-0.43, -0.24, 0.23], [0.21, 0.68, 0.23], [-0.01, 0.21, -0.35], [-0.20, -0.24, -1.20], [-0.18, 0.28, -0.01], [0.40, 0.39, 0.02], [0.86, -0.28, -0.26], [0.03, -0.26, -0.73], [-0.50, -0.91, 0.19], [-0.09, -0.79, -0.45], [-0.37, -0.02, 0.15]],
  "lowdin_charge": [-0.04, -0.33, -0.07, -0.27, 0.00, -0.28, -0.01, -0.26, -0.01, -0.25, 0.12, 0.74, -0.28, -0.30, -0.17, 0.08, 0.09, 0.10, 0.15, 0.13, 0.16, 0.10, 0.13, 0.08, 0.16, 0.12, 0.09]
}

---

# 4
{
  "formula": "C4H7N4",
  "method": "ωB97M-V/def2-TZVPD",
  "spin_multiplicity": 1,
  "orbital_gap_ev": 10.5,
  "e_tot_ha": -375.22910,
  "homo_ev": -14.94,
  "lumo_ev": -4.49,
  "de_lowest_kj_mol": 455.3,
  "total_charge": 1,
  "species": ["C", "C", "C", "C", "N", "N", "N", "N", "H", "H", "H", "H", "H", "H", "H"],
  "coordinates": [[-2.2958, 1.6676, 0.1576], [-2.3659, 0.2824, 0.0291], [1.8904, 1.3466, -0.0297], [0.5414, 0.9108, -0.4285], [-2.3674, 2.7983, 0.3633], [-3.4431, -1.8448, -0.2767], [-3.0263, -0.6463, -0.1683], [-0.2767, 0.2737, 0.3446], [2.6151, 0.5606, -0.3632], [2.0074, 2.3779, -0.3003], [1.8762, 1.2526, 0.9949], [0.1868, 1.0926, -1.4754], [-2.9377, -2.6691, -0.0913], [-4.3475, -2.0922, -0.4678], [-0.0562, 0.1562, 1.2892]],
  "forces_ev_per_angstrom": [[-0.92, 0.69, 0.26], [2.06, 1.47, -0.05], [-0.40, -1.34, -1.19], [-1.53, -1.18, -0.28], [0.23, -0.26, -0.19], [1.39, -0.09, 0.07], [-1.01, -1.51, 0.07], [-0.82, 0.78, -2.87], [-0.23, 1.21, -0.34], [0.78, 0.30, -0.52], [0.41, 0.13, 2.57], [0.28, -0.12, 0.90], [1.87, -0.41, 0.42], [-3.04, 0.60, -0.65], [0.93, -0.25, 1.78]],
  "lowdin_charge": [-0.18, -0.02, -0.02, -0.17, 0.24, 0.18, 0.10, 0.11, 0.13, 0.10, 0.05, 0.15, 0.14, 0.11, 0.08]
}